56
Properties=species:S:1:pos:R:3:mulliken_charge:R:1 method="wB97M-V/def2-TZVPD" total_charge=0 multiplicity=1 largest_force_ev_per_a=0.3 gap_ev=8.65 relative_energy_ev=1.615
C -4.76 1.42 -4.28 -1.2825
C -3.64 2.13 -3.59 0.3798
C -3.08 1.65 -2.46 -0.1431
C -2.00 2.37 -1.81 0.5090
N -1.29 2.21 -0.76 -0.5971
C -1.31 1.12 0.21 0.2893
C -1.92 -0.23 -0.17 -0.8639
C -1.67 -1.31 0.88 -1.4237
C -0.20 -1.48 1.20 1.6125
C 0.34 -0.14 1.70 0.0673
C 0.15 0.95 0.65 -0.9171
C 0.02 -2.59 2.22 -2.0850
N 1.43 -2.89 2.33 0.2246
C 2.11 -2.61 3.47 0.5695
O 1.57 -2.14 4.46 -0.6421
C 3.58 -2.90 3.47 0.6950
C 4.21 -4.06 3.76 -0.5273
O 5.53 -3.90 3.65 -0.2045
N 5.80 -2.61 3.27 -0.5986
C 4.64 -2.01 3.16 0.5591
C 4.57 -0.57 2.78 -1.1582
C 2.01 -3.29 1.06 -0.8304
C 1.79 -2.16 0.06 -0.3335
O 0.42 -1.86 -0.04 -0.4102
N -1.68 3.54 -2.53 -0.1351
C -2.30 3.95 -3.66 0.4269
C -1.77 5.24 -4.22 -0.5277
O -2.48 5.57 -5.39 -0.4751
N -3.26 3.30 -4.22 -0.5439
H -5.00 0.47 -3.80 0.3317
H -5.65 2.05 -4.29 0.2974
H -4.49 1.23 -5.32 0.3175
H -3.46 0.73 -2.05 0.1206
H -1.86 1.50 1.09 0.1326
H -3.00 -0.12 -0.26 0.5569
H -1.53 -0.55 -1.13 0.4348
H -2.19 -1.05 1.81 0.3843
H -2.08 -2.26 0.54 0.4317
H -0.20 0.12 2.61 0.5843
H 1.39 -0.21 1.98 -0.6458
H 0.75 0.72 -0.24 0.1122
H 0.52 1.90 1.03 0.4268
H -0.38 -2.32 3.20 0.4601
H -0.50 -3.49 1.87 0.3722
H 3.86 -5.03 4.07 0.4994
H 3.56 -0.19 2.88 0.2043
H 5.22 0.03 3.42 0.4092
H 4.90 -0.42 1.75 0.2647
H 3.06 -3.57 1.16 0.4951
H 1.46 -4.17 0.70 0.2781
H 2.36 -1.28 0.37 0.1936
H 2.14 -2.45 -0.93 0.4502
H -0.94 4.09 -2.12 0.2973
H -1.88 6.01 -3.45 0.3196
H -0.70 5.11 -4.42 0.3135
H -2.14 6.41 -5.71 0.3236